(1)
90
Properties=species:S:1:pos:R:3:forces:R:3:mulliken_spin:R:1 method="wB97M-V/def2-TZVPD" mol_weight_g_mol=684.67 homo_ev="-8.5769 / -8.6231" e_tot_ev=-116132.9936 spin_multiplicity=5 largest_force_ev_per_a=2.92
C 3.48517 -2.13909 -5.89076 0.12 0.36 0.04 0.01
C 3.31285 -1.28290 -7.11350 -0.47 -0.15 -0.54 0.03
H 2.86836 -3.02822 -6.04920 0.38 -0.10 0.32 0.00
H 3.14711 -1.63410 -4.98861 -0.06 -0.05 0.03 0.00
H 4.55462 -2.38710 -5.75927 -0.47 -0.16 -0.01 0.00
C 3.18856 -1.87941 -8.31598 1.20 1.18 -0.25 -0.01
C 3.25573 -3.32699 -8.74099 -0.30 -0.30 -0.19 0.00
H 3.16909 -1.20166 -9.17939 -0.13 -0.25 0.30 0.00
H 2.66041 -3.98726 -8.09292 0.33 0.12 -0.07 0.00
H 4.26822 -3.77128 -8.88139 -0.48 0.53 0.46 0.00
H 2.80223 -3.37775 -9.74257 0.03 -0.11 0.30 0.00
Co 3.16046 1.91008 -4.48179 -0.46 0.54 1.04 3.00
Cl 3.41312 4.08536 -4.52326 0.06 -0.59 -0.22 0.20
C -0.09188 2.72511 -1.60616 0.26 -0.40 0.61 0.00
O -0.65256 1.89109 -0.90047 0.21 0.55 -0.66 0.00
N -0.70220 3.69403 -2.32726 -0.50 -0.07 0.04 0.00
C -2.15017 3.62925 -2.52908 -0.10 0.40 -0.14 0.00
C 0.08036 4.71894 -3.01195 0.35 -0.22 -0.14 0.00
H 1.02170 2.72344 -1.71405 -0.75 0.42 0.13 0.00
H -2.65562 3.15720 -1.67918 0.37 0.06 -0.15 0.00
H -2.41805 3.06734 -3.43934 0.19 0.17 0.25 0.00
H -2.53866 4.65123 -2.64683 0.11 -0.27 0.08 0.00
H 0.95105 5.01648 -2.41347 -0.24 -0.18 -0.02 0.00
H -0.52388 5.61751 -3.16380 -0.01 -0.23 0.00 0.00
H 0.47819 4.36814 -3.97567 -0.27 0.15 0.10 0.00
H -3.44025 1.96615 3.36737 -0.06 0.01 -0.14 0.00
H -1.41196 2.58336 3.66253 0.30 -0.21 -0.22 0.00
C -3.28192 0.94454 3.02598 -0.20 -0.09 0.12 0.00
C -0.91036 1.65895 3.34985 0.58 0.00 0.16 0.00
N -1.87516 0.77846 2.73042 0.13 -0.10 -0.13 0.00
H -3.89662 0.74074 2.14730 0.16 0.03 0.05 0.00
C -1.44939 -0.32224 2.08180 -0.73 -0.63 -0.35 0.00
O -2.21688 -1.19782 1.66803 0.69 0.81 0.54 0.00
H -0.08925 1.87072 2.64614 -0.36 0.13 0.21 0.00
H -0.33901 -0.37434 1.95943 -0.60 0.06 -0.03 0.00
H -3.61353 0.27562 3.82594 0.04 -0.07 -0.04 0.00
H -0.45490 1.18805 4.23718 -0.17 0.23 -0.08 0.00
H -0.62774 -5.32499 0.50557 -0.04 0.01 -0.09 0.00
H 0.01908 -4.07069 -2.56605 -0.19 -0.10 -0.15 0.00
C -1.52054 -4.89149 0.03967 -0.01 0.46 0.13 0.00
C -1.03546 -4.13045 -2.27851 -0.13 0.14 -0.19 0.00
N -1.20738 -3.81198 -0.88323 0.33 0.18 -0.07 0.00
H -2.17178 -4.50537 0.82182 -0.06 -0.14 0.12 0.00
C -0.69936 -2.62207 -0.45176 0.18 -0.26 0.45 0.00
O -0.03221 -1.85055 -1.13595 -0.64 -0.50 0.26 0.00
H -1.61016 -3.40112 -2.85310 0.28 -0.11 -0.18 0.00
H -0.97940 -2.42231 0.60308 0.30 -0.03 -0.38 0.00
H -2.03072 -5.67314 -0.52053 -0.10 0.04 0.19 0.00
H -1.45243 -5.11722 -2.47237 0.17 -0.02 -0.04 0.00
O 3.04553 0.66339 -5.64179 0.11 -0.30 -0.30 0.42
C 3.28244 0.28203 -6.96788 0.04 -0.59 -0.89 -0.03
C 1.30911 0.31004 -8.61916 0.36 0.11 -0.66 0.00
C 2.31036 1.00360 -7.93061 -0.87 0.17 0.12 0.01
H 1.17228 -0.75604 -8.43081 -0.03 0.56 -0.09 0.00
C 0.58113 0.91694 -9.65152 0.32 0.38 0.09 0.00
H 4.29233 0.64039 -7.22388 -0.12 -0.05 0.00 0.02
C 2.33007 2.40923 -8.08470 0.39 -0.67 -0.51 0.00
H -0.17599 0.30694 -10.15986 0.34 0.45 0.03 0.00
C 0.87221 2.24474 -10.03084 0.07 -0.47 0.54 0.00
C 1.72960 3.00644 -9.21158 -0.37 -0.42 0.77 0.00
H 2.84119 2.99742 -7.31636 0.20 0.05 -0.60 0.00
H 0.40873 2.66843 -10.92416 0.12 -0.02 0.37 0.00
H 1.88928 4.07737 -9.36596 -0.18 -0.41 -0.11 0.00
Si -1.13482 -0.47298 -5.11717 1.03 0.97 -0.71 0.00
Cl 0.03580 -1.99527 -4.49242 1.14 -0.80 0.21 0.00
C -1.41366 -1.02875 -6.93442 -0.36 0.76 0.03 0.00
C -0.23658 1.17196 -5.46094 0.08 -0.07 -0.54 0.00
C -2.12095 -0.03569 -3.61215 -1.34 -0.14 0.21 0.00
H -1.80236 -0.15027 -7.50870 0.30 -0.73 0.23 0.00
H -2.05166 -1.89407 -7.12557 0.03 0.08 0.14 0.00
H -0.37747 -1.26375 -7.29882 -1.02 0.25 0.48 0.00
H -3.02905 -0.62724 -3.35571 0.54 0.38 -0.31 0.00
H -2.41236 0.99638 -3.85537 -0.28 -0.21 0.47 0.00
H -1.49851 -0.02121 -2.69085 0.00 -0.01 -0.75 0.00
H 0.34976 1.03947 -6.39497 -0.40 0.31 0.60 0.02
H 0.44172 1.58339 -4.69452 -0.44 -0.30 -0.04 -0.03
H -1.03895 1.92350 -5.65913 0.53 -0.37 0.05 0.00
C 2.66168 1.32619 -2.74759 -0.40 -1.08 2.62 -0.19
C 2.43542 0.96996 -1.55785 0.83 0.85 -2.66 0.41
C 2.42252 0.95485 -0.12959 0.11 0.15 0.95 0.03
C 2.14888 -0.16322 0.69969 0.02 -0.03 -0.58 0.04
C 2.37671 -0.09045 2.07516 0.23 0.20 -0.06 -0.03
C 2.85512 1.09843 2.65310 0.04 -0.19 -0.43 0.05
C 3.02728 2.23648 1.85702 -0.04 -0.12 0.11 -0.02
C 2.82133 2.17083 0.48671 -0.23 -0.10 -0.33 0.06
H 1.76757 -1.08968 0.23900 0.24 0.61 0.21 0.00
H 2.22209 -0.98879 2.68783 0.06 0.48 -0.25 0.00
H 3.15622 1.13304 3.69895 -0.32 -0.03 -0.14 0.00
H 3.34224 3.18082 2.30328 -0.02 -0.30 -0.08 0.00
H 2.96310 3.06394 -0.14304 0.02 -0.58 0.35 0.00

=====

(2)
85
Properties=species:S:1:pos:R:3:forces:R:3:mulliken_spin:R:1 method="wB97M-V/def2-TZVPD" mol_weight_g_mol=581.61 homo_ev="-9.1211 / -9.1202" total_charge=+1 e_tot_ev=-83321.1436 spin_multiplicity=3 largest_force_ev_per_a=3.29
V -0.05438 -0.04971 0.06493 1.29 0.98 -1.55 1.18
C 2.08433 -0.95112 0.24549 -0.89 -0.50 -0.99 -0.01
C 1.07255 -1.93965 0.38887 -0.13 -0.21 -0.71 -0.05
C 0.90843 -1.03744 -1.75991 -0.23 -1.49 0.89 0.04
C 1.97398 -0.39134 -1.10634 -0.66 -0.90 0.97 -0.03
C 0.33992 -2.00801 -0.85087 0.42 0.09 -0.22 0.01
C 3.12998 -0.71219 1.25148 0.37 0.22 0.85 -0.01
H 2.77777 -0.80670 2.28121 -0.11 -0.49 -0.04 0.00
H 3.44496 0.30821 1.18991 0.23 0.15 -0.01 0.00
H 4.02244 -1.32836 1.07960 -0.52 -0.08 0.27 0.00
C 2.80457 0.62199 -1.75557 0.15 0.95 -0.75 0.01
H 3.35365 1.12963 -0.99507 -0.10 0.00 -0.75 0.00
H 2.20586 1.40559 -2.22728 -0.10 -0.20 -0.29 -0.01
H 3.53585 0.19651 -2.43377 -0.37 -0.18 -0.53 0.00
C 0.56042 -0.89974 -3.20557 -0.18 0.21 0.03 0.01
H 1.27035 -1.46480 -3.82590 -0.13 0.16 0.17 0.00
H 0.61002 0.15019 -3.49984 -0.01 -0.09 -0.19 0.00
H -0.44217 -1.28429 -3.40929 0.11 0.09 -0.05 0.00
C -0.67255 -3.04993 -1.21333 -0.29 -0.24 -0.07 -0.02
H -0.19370 -3.96004 -1.61454 -0.06 0.34 0.13 0.00
H -1.36964 -2.68977 -1.98211 0.14 -0.09 0.20 0.00
H -1.26714 -3.36878 -0.34583 0.15 0.06 -0.24 0.00
C 0.91811 -2.87981 1.53975 0.15 -0.17 -0.06 0.01
H 1.46900 -3.80010 1.30962 -0.10 0.03 0.19 0.00
H -0.12727 -3.15184 1.71657 0.14 0.02 0.00 0.00
H 1.33487 -2.45866 2.45944 -0.08 -0.14 -0.17 0.00
C -0.26890 1.86264 1.23355 0.65 -0.55 1.79 0.07
C 0.36748 0.90469 2.03637 -0.24 2.28 0.12 -0.01
C -0.28388 0.08747 3.09057 -0.83 -0.51 0.10 0.01
C -1.65329 -0.47682 2.62137 0.09 -0.14 1.18 -0.01
C -1.69221 -0.83878 1.16521 -0.24 -0.09 -0.86 -0.13
C -2.18068 0.04465 0.15286 0.30 -0.63 0.37 -0.02
C -2.66716 1.43599 0.47212 -0.27 0.46 -0.02 -0.02
C -1.71040 2.25602 1.36765 -0.47 0.06 -0.02 0.02
H -0.40489 0.70834 3.98925 -0.04 -0.03 -0.06 0.00
H -2.44826 0.23560 2.88529 0.13 -0.20 -0.21 0.00
H 0.37860 -0.73344 3.39271 -0.14 0.18 -0.19 0.00
H -2.00687 2.19814 2.41852 -0.01 -0.05 -0.07 0.00
H 0.36486 2.59375 0.72767 0.33 -0.56 -0.16 0.01
H 1.43864 0.98837 2.16260 0.08 0.04 -0.63 0.00
H -1.78682 3.31324 1.09312 0.01 -0.11 0.04 0.00
H -2.83383 1.98532 -0.46213 0.13 -0.13 0.04 0.00
H -2.58545 -0.39705 -0.76180 0.05 -0.02 0.20 0.01
H -3.65766 1.40687 0.95558 0.00 -0.12 -0.02 -0.01
H -1.86150 -1.37819 3.21570 -0.03 0.21 -0.14 0.00
H -1.72617 -1.90732 0.95466 -0.16 0.29 0.04 -0.01
P -6.73983 2.92463 0.96207 -1.13 1.08 1.48 0.39
P -8.89344 1.65573 -1.03528 -1.92 0.83 1.13 0.36
C -8.54878 3.35793 1.23104 -0.26 -0.33 -0.46 0.01
C -9.41652 3.14749 -0.01916 0.53 0.18 -0.02 0.02
H -8.57451 4.41616 1.53547 0.00 -0.39 0.00 0.01
H -8.91917 2.74613 2.06849 0.18 0.15 -0.27 0.00
H -10.46875 2.98728 0.26638 0.28 0.09 -0.23 0.01
H -9.36298 4.02899 -0.67725 -0.03 -0.27 0.17 0.00
C -9.96931 1.89922 -2.50448 0.70 -0.12 -0.49 0.04
H -9.92128 0.99251 -3.11954 -0.11 0.23 0.05 0.00
H -9.58706 2.73918 -3.09669 -0.15 -0.19 0.06 0.00
H -11.01134 2.09404 -2.21766 0.32 -0.08 0.14 0.02
C -9.88912 0.37784 -0.14005 0.77 -0.45 -0.07 0.03
H -10.94304 0.68102 -0.05221 0.39 0.07 -0.14 0.01
H -9.46629 0.21139 0.86013 -0.17 -0.02 -0.25 0.00
H -9.82501 -0.56195 -0.70328 -0.10 0.13 0.24 0.00
C -6.02384 4.61716 1.12589 0.54 -0.21 -0.78 0.05
H -4.92882 4.53441 1.13991 -0.25 0.17 0.01 -0.01
H -6.37229 5.10408 2.04848 0.03 -0.35 -0.22 0.02
H -6.31884 5.22228 0.25761 0.13 -0.10 0.25 0.00
C -6.33009 2.25012 2.62451 0.37 -0.60 -0.41 0.04
H -6.80827 1.26931 2.74691 0.16 0.23 0.05 0.00
H -6.66969 2.92835 3.42030 0.05 -0.07 -0.35 0.02
H -5.24090 2.11935 2.68715 -0.29 0.01 0.12 -0.01
O 4.80449 -0.19909 -0.68870 2.22 -0.88 0.17 0.00
C 5.52867 0.80208 -0.05179 0.73 -0.59 -0.13 0.00
C 6.93661 0.56878 0.03356 -1.11 -0.31 -0.39 0.00
C 7.77960 1.47440 0.62082 -0.08 0.68 0.36 0.00
C 7.21840 2.66396 1.15364 -0.72 -0.69 -0.45 0.00
C 5.80594 2.89369 1.08447 2.73 -1.18 -0.31 0.00
C 4.92515 1.94619 0.47767 -0.66 2.57 1.65 0.00
C 3.34009 2.55451 0.68048 0.31 3.17 -0.81 0.00
O 3.16240 3.77271 1.00264 1.97 -2.19 0.14 0.00
O 2.38886 1.86237 0.32038 -1.05 -1.13 0.79 0.01
H 5.45942 -0.90260 -0.92049 -0.76 0.80 0.26 0.00
H 7.32265 -0.37773 -0.39584 -0.20 0.65 0.27 0.00
H 8.85913 1.23966 0.65440 -0.71 0.39 0.11 0.00
H 7.91861 3.36420 1.61291 -0.53 0.04 -0.06 0.00
H 5.49886 3.83298 1.52180 -0.74 -0.22 -0.19 0.00

=====

ΔE to the lowest compared entry with this formula, charge and spin for the records above, in order: 220.66; 0.00 kJ/mol